Molecular formula: C14H45N12O8
Method: DFT, ωB97M-V/def2-TZVPD

Structure (XYZ):
```
79
Properties=species:S:1:pos:R:3
C -0.7496 -0.9091 -0.1181
O -1.5103 -1.0201 1.0799
H -0.6698 0.1198 -0.4692
H 0.3007 -1.0253 0.1492
H -0.8974 -1.6162 -0.9344
C -3.0371 2.2432 2.3101
O -3.3625 1.2572 2.9428
N -3.7359 3.3469 2.1020
N -1.9750 2.2396 1.5597
H -4.6162 3.5582 2.5498
H -3.3825 3.8917 1.3284
H -1.5033 1.3825 1.3091
H -2.0136 3.0339 0.9370
C -4.9394 -0.7694 -0.2053
O -5.1062 -0.6792 0.9855
N -3.9713 -0.2222 -0.8799
N -5.5857 -1.6639 -0.9641
H -3.9831 -0.3829 -1.8770
H -3.1836 0.0798 -0.3246
H -6.3232 -2.2020 -0.5321
H -5.3461 -1.8798 -1.9212
C 0.2562 0.1139 4.0243
O -0.7898 -0.4898 4.1897
N 1.2346 -0.3633 3.3660
N 0.6074 1.1402 4.7897
H 0.9586 -1.1427 2.7859
H 2.1513 0.0423 3.4893
H -0.1484 1.3729 5.4179
H 1.4605 1.6238 4.5476
C 0.2799 -5.3109 -1.8978
O 1.4527 -5.0577 -1.7071
N -0.7606 -4.5564 -1.4847
N -0.1661 -6.1816 -2.7599
H -0.6241 -3.8032 -0.8259
H -1.6761 -4.9755 -1.5645
H -1.1468 -6.2036 -3.0002
H 0.5371 -6.7447 -3.2165
C 0.4239 -4.1829 2.4581
O 0.7185 -5.1753 3.0765
N 0.8246 -3.8025 1.2443
N -0.4570 -3.3347 2.8855
H 1.2725 -4.4560 0.6179
H 0.4801 -2.9197 0.8948
H -0.7630 -2.5544 2.3219
H -0.8503 -3.6515 3.7602
C -1.1028 5.3398 -1.7451
C -1.8362 3.9715 -1.7534
C -0.8938 2.8268 -1.5372
O -0.0963 2.7424 -2.7130
C 0.3180 1.4675 -3.1214
N -2.9846 4.0342 -0.8504
H -0.7500 5.2996 -0.7146
H -1.7403 6.2215 -1.8094
H -0.3485 5.4485 -2.5244
H -2.2550 3.9360 -2.7591
H -1.5291 1.9414 -1.5170
H -0.3847 2.8941 -0.5757
H -0.5788 1.0053 -3.5341
H 0.7037 0.8354 -2.3216
H 1.0016 1.5535 -3.9661
H -3.5983 4.8098 -1.0549
H -3.3323 3.1706 -1.2423
C 3.3755 1.4144 -0.1617
C 4.8349 1.2783 -0.0915
C 5.2659 -0.0653 -0.7697
O 4.6847 -1.1552 -0.0894
C 5.0113 -2.4430 -0.5086
N 5.4736 2.3290 -0.8794
H 2.7381 0.5964 0.1740
H 3.0722 1.6786 -1.1747
H 3.0698 2.2206 0.5053
H 5.1731 1.3726 0.9404
H 6.3415 -0.2420 -0.7744
H 4.9495 -0.1257 -1.8110
H 5.9538 -2.6469 -0.0006
H 5.0819 -2.5436 -1.5917
H 4.2244 -3.1515 -0.2500
H 5.5096 3.2629 -0.4965
H 4.9627 2.5527 -1.7214
```

Output
LUMO energy (alpha / beta), eV: -0.1 / -2.5
Multiplicity: 2
Charge: 0
Frontier orbital gap (alpha / beta), Eh: 0.3177 / 0.2289
Relative energy (zero: lowest compared OMol25 entry of this formula, charge and spin), eV: 0.000



Molecular formula: C3H8N2O
Method: DFT, ωB97M-V/def2-TZVPD

Structure (XYZ):
```
14
Properties=species:S:1:pos:R:3
O -0.0591 -1.0447 1.8556
C 0.0026 0.0327 1.3040
N 0.8980 0.9243 1.7804
N -0.8537 -0.5866 -1.0535
C 0.4539 -0.5926 -1.7651
C -0.9896 0.3400 0.0990
H 0.9388 1.8767 1.4046
H 1.3181 0.6961 2.6990
H -1.0548 -1.5227 -0.7446
H 1.2347 -0.9808 -1.1308
H 0.6720 0.4214 -2.1077
H 0.3264 -1.2242 -2.6516
H -0.8584 1.3896 -0.1840
H -2.0287 0.2709 0.4947
```

Output
LUMO energy, eV: 0.9
Charge: 0
Frontier orbital gap, Eh: 0.3573
Relative energy (zero: lowest compared OMol25 entry of this formula, charge and spin), eV: 0.934



Molecular formula: C12H9N3O4
Method: DFT, ωB97M-V/def2-TZVPD

Structure (XYZ):
```
28
Properties=species:S:1:pos:R:3
O 6.6015 0.1007 0.1741
N 5.7403 0.8255 0.1500
O 5.7989 2.1318 0.2457
C 4.3440 0.1987 0.0564
C 3.1657 0.8289 0.0329
N 1.8743 0.4073 0.1705
C 1.7045 -0.9438 0.1196
C 2.8784 -1.6659 -0.2745
C 4.1070 -1.1269 -0.1836
H 5.0863 -1.8081 -0.1760
H 2.6681 -2.5429 -0.2616
O 0.4918 -1.2960 -0.1945
C -0.5891 -0.9053 -0.1974
C -1.6771 -1.4055 0.3698
C -2.9754 -0.9734 0.2096
C -3.2482 0.3280 0.0466
C -2.0482 0.9511 -0.4501
C -0.8446 0.5297 -0.4299
H 0.1306 1.2866 -0.9050
H -2.2627 2.1775 -0.7167
C -4.5491 0.9423 -0.1734
N -5.6321 0.3695 0.4419
O -6.7305 1.0606 0.2917
H -7.4403 0.3516 0.7177
H -4.5966 2.1526 -0.6561
H -3.7278 -1.5185 0.6514
H -1.5107 -2.6942 0.6470
H 3.2413 2.2384 0.2941
```

Output
LUMO energy, eV: -1.0
Charge: 0
Frontier orbital gap, Eh: 0.2606



Molecular formula: C12H24N6O6Pt
Method: DFT, ωB97M-V/def2-TZVPD

Structure (XYZ):
```
49
Properties=species:S:1:pos:R:3
O -1.8520 2.6208 -3.2057
H -0.9648 2.5265 -3.6764
Pt 0.0395 -0.0344 -0.0448
N -1.3722 1.3428 0.1366
N 1.1209 1.6405 0.1293
N -1.0217 -1.7341 0.0114
N 1.4300 -1.4184 0.3195
O -2.5510 1.0447 0.4564
O -2.3502 -1.8070 -0.3026
O 2.7268 -1.0494 0.4384
O 2.3943 1.6035 0.2996
C 0.4312 2.8081 -0.0562
C -0.9716 2.6473 -0.0389
C -0.3600 -2.8776 0.2184
C 1.0515 -2.6990 0.3945
C -1.9966 3.7350 -0.1436
H -2.6563 3.5183 -0.9967
H -1.5416 4.7247 -0.3256
H -2.6109 3.8185 0.7718
C 1.2264 4.0620 -0.2486
H 1.8626 3.9845 -1.1480
H 1.8833 4.2690 0.6128
H 0.5801 4.9423 -0.3835
C -1.0785 -4.1665 0.4150
C 2.0260 -3.7743 0.7212
H -2.0823 -4.1320 -0.0199
H -1.1721 -4.3961 1.4951
H -0.5098 -4.9910 -0.0515
H 2.9611 -3.3548 1.1091
H 2.2506 -4.3688 -0.1795
H 1.5967 -4.4536 1.4729
H -2.7319 -0.8816 -0.2726
H 2.7435 -0.0197 0.3921
C 0.5133 -0.1532 -1.9990
H -0.2953 0.4791 -2.3833
H 0.4341 -1.1677 -2.4321
H 1.4974 0.2851 -2.2142
O -3.7445 0.2468 -2.4377
H -3.6101 1.0931 -2.9208
H -2.9547 -0.2765 -2.6899
N -0.9094 -0.4987 4.1077
C 0.2036 0.3068 4.2619
C 0.6574 0.5942 3.0089
N -0.1987 -0.0176 2.1091
C -1.1352 -0.6813 2.7935
H -1.4531 -0.9150 4.8463
H 0.6162 0.6032 5.2115
H 1.5041 1.1908 2.7172
H -1.9581 -1.2680 2.3939
```

Output
LUMO energy (alpha / beta), eV: 0.3 / -2.3
Multiplicity: 3
Charge: 0
Frontier orbital gap (alpha / beta), Eh: 0.2281 / 0.1659



Molecular formula: C42H110N4O18
Method: DFT, ωB97M-V/def2-TZVPD

Structure (XYZ):
```
174
Properties=species:S:1:pos:R:3
C 1.9165 -1.5850 -5.8649
C 3.0063 -0.5813 -5.4068
O 4.2472 -0.8041 -6.0947
O 2.2949 -2.9175 -5.5902
H 1.8726 -1.4955 -6.9504
H 0.9632 -1.4357 -5.3579
H 3.1593 -0.7422 -4.3396
H 2.7145 0.4595 -5.5472
H 4.9273 -0.8293 -5.4176
H 2.9979 -3.2377 -6.1602
C 4.2038 -4.2220 -3.0070
C 4.8837 -4.4779 -1.6121
O 6.2384 -4.8209 -1.8878
O 2.8628 -3.8799 -2.8994
H 4.3943 -5.1098 -3.6100
H 4.7245 -3.4040 -3.5049
H 4.3739 -5.2253 -1.0042
H 4.8694 -3.5542 -1.0335
H 6.7226 -4.6626 -1.0741
H 2.6416 -3.5329 -3.7667
C 0.4050 3.4994 7.2342
C 0.1460 3.6961 5.7305
O -1.2204 3.9672 5.5214
O -0.0369 2.2234 7.7289
H 0.0142 4.3256 7.8281
H 1.4592 3.4894 7.5109
H 0.4203 2.8003 5.1734
H 0.6934 4.5650 5.3650
H -1.6932 3.1780 5.7957
H 0.5187 1.9345 8.4565
C 2.7598 5.4810 2.6975
O 3.7834 6.3707 2.3157
C 5.0966 5.8377 2.3364
C 5.5073 4.7886 1.2506
N 6.7775 4.1592 1.5258
C 6.5968 2.8316 2.2308
C 5.7857 2.6831 3.5454
O 4.4277 3.0804 3.4780
C 3.8052 3.0073 4.8032
H 2.7831 5.2885 3.7701
H 2.8438 4.5341 2.1643
H 1.8664 6.0590 2.4610
H 5.3628 5.4533 3.3210
H 5.8600 6.6147 2.2965
H 5.5452 5.3432 0.3131
H 4.6751 4.1093 1.0660
H 7.1275 4.0238 0.5881
H 7.5738 2.4213 2.4864
H 6.1517 2.2177 1.4478
H 6.2212 3.3651 4.2757
H 6.0305 1.7216 3.9968
H 4.2442 2.2777 5.4837
H 2.7374 2.7888 4.7894
H 3.8846 4.0012 5.2437
C -5.8490 1.8678 -8.3157
O -5.2610 2.9915 -7.6154
C -5.3357 2.7818 -6.1976
C -4.9512 4.0471 -5.4472
N -3.5179 4.4286 -5.5559
C -2.6020 3.4181 -5.0298
C -2.6520 3.0912 -3.5647
O -3.7068 2.0798 -3.4107
C -4.0394 1.8024 -2.0647
H -6.0510 2.2543 -9.3147
H -6.7791 1.5208 -7.8657
H -5.1170 1.0621 -8.3705
H -4.8917 1.8468 -5.8559
H -6.4133 2.7539 -6.0360
H -5.1814 3.9882 -4.3834
H -5.6107 4.8465 -5.7852
H -3.5293 5.2521 -4.9712
H -1.6358 3.8670 -5.2598
H -2.6684 2.5770 -5.7199
H -2.7543 4.0117 -2.9899
H -1.7098 2.5916 -3.3393
H -3.1054 1.5647 -1.5556
H -4.6636 0.9179 -1.9371
H -4.4288 2.7309 -1.6473
C -2.4546 -0.6942 0.7852
O -3.5346 -0.8332 -0.1176
C -4.0914 -2.1395 -0.1546
C -5.5156 -1.9404 -0.6325
N -6.3703 -1.0815 0.2649
C -7.7326 -0.9169 -0.2626
C -7.7812 -0.1382 -1.5667
O -7.1925 1.1795 -1.3551
C -7.2411 2.0494 -2.5205
H -2.7424 -0.5780 1.8301
H -2.0117 0.2694 0.5330
H -1.6726 -1.4515 0.7293
H -4.0176 -2.7087 0.7720
H -3.4479 -2.6268 -0.8871
H -6.0099 -2.9077 -0.7219
H -5.4131 -1.4644 -1.6077
H -5.9497 -0.1651 0.2073
H -8.3297 -0.4301 0.5085
H -8.1124 -1.9308 -0.3885
H -8.8201 -0.0460 -1.8833
H -7.2367 -0.6780 -2.3415
H -6.7522 1.6028 -3.3863
H -6.6589 2.9564 -2.3579
H -8.2736 2.3718 -2.6553
C -1.2336 -0.9093 -2.3932
O -0.3975 -0.9602 -1.2538
C 0.9868 -0.9347 -1.6127
C 1.6996 -0.4320 -0.3252
N 1.3870 0.9305 0.0696
C 2.0068 1.3304 1.3598
C 1.2078 0.7485 2.5587
O -0.1089 1.2684 2.6579
C -0.9441 0.7084 3.5966
H -2.3160 -0.9881 -2.2913
H -0.9760 -1.6769 -3.1230
H -1.1386 0.0291 -2.9396
H 1.2137 -0.2761 -2.4511
H 1.4399 -1.8900 -1.8778
H 2.7668 -0.4911 -0.5392
H 1.4810 -1.1773 0.4395
H 0.3990 1.1258 -0.0074
H 2.0056 2.4204 1.3576
H 3.0420 1.0166 1.4935
H 1.7990 0.8826 3.4646
H 1.1509 -0.3400 2.5668
H -1.9419 1.1421 3.5298
H -0.5055 0.8365 4.5862
H -1.0536 -0.3688 3.4709
C 6.2737 -0.9251 0.3424
C 5.7097 -0.7507 1.7404
C 4.8964 -1.9759 2.1945
O 6.7557 -0.5505 2.7090
H 6.8262 -1.8634 0.2926
H 7.0230 -0.1689 0.1087
H 5.4945 -0.8398 -0.4150
H 5.0525 0.1157 1.8149
H 5.4469 -2.6729 2.8264
H 4.3880 -2.5527 1.4219
H 4.1106 -1.5679 2.8302
H 7.5547 -0.9158 2.3220
C -0.1077 -5.8055 -4.5485
C -0.8855 -5.3046 -3.3660
C -2.2136 -4.5727 -3.7866
O -1.2158 -6.4790 -2.5699
H -0.7625 -6.1558 -5.3463
H 0.3640 -6.7557 -4.2978
H 0.6322 -5.0545 -4.8254
H -0.2375 -4.6398 -2.7949
H -2.8775 -5.1723 -4.4094
H -1.9721 -3.6370 -4.2908
H -2.7929 -4.2646 -2.9163
H -1.5257 -6.2962 -1.6798
C -3.7343 -0.3039 6.0345
C -3.0203 0.3772 7.1654
C -1.8863 -0.4902 7.7502
O -2.3627 1.5487 6.6437
H -4.3378 0.4385 5.5123
H -4.4537 -0.9385 6.5519
H -3.1892 -0.9033 5.3053
H -3.7583 0.6737 7.9108
H -2.3813 -1.3790 8.1411
H -1.3558 0.0498 8.5345
H -1.2510 -0.9094 6.9699
H -1.5535 1.6661 7.1467
C 0.8684 -4.7174 -0.0436
C 1.3298 -4.9569 1.3944
C 1.2576 -3.7486 2.3738
O 0.4689 -5.9497 1.8238
H -0.1034 -4.2325 -0.1356
H 0.8630 -5.6155 -0.6613
H 1.4706 -3.9667 -0.5554
H 2.3516 -5.3333 1.3445
H 0.3446 -3.1797 2.1986
H 2.0333 -2.9953 2.2365
H 1.2700 -3.9886 3.4370
H 0.8708 -6.4064 2.5664
```

Output
LUMO energy, eV: 0.2
Charge: 0
Frontier orbital gap, Eh: 0.3226
Relative energy (zero: lowest compared OMol25 entry of this formula, charge and spin), eV: 0.000



For each record above, in turn, the calculated calculated total energy values are -49506.24534, -8268.39176, -25234.78041, -37296.57913, -88143.16010 eV.